#w
Here is 3 unconnected molecules or ions with the total composition H5OS2 from the Open Molecules 2025 dataset. Energies are from ωB97M-V with the def2-TZVPD basis set.

Element x y z (Å)
O (-0.760, -0.926, -2.584)
H (-0.639, -1.323, -1.729)
H (-1.395, -0.204, -2.515)
H (2.877, 0.512, 2.190)
S (-0.966, 0.119, 0.384)
S (1.559, 0.756, 2.170)
H (-1.888, 0.746, 1.146)
H (1.211, 0.320, 0.938)

Properties
- Charge: +1
- Gap between HOMO and LUMO: 4.800 eV
- LUMO energy: -0.3971 Ha



#x
Here is 2 unconnected molecules or ions with the total composition H5OS2 from the Open Molecules 2025 dataset. Energies are from ωB97M-V with the def2-TZVPD basis set.

Element x y z (Å)
O (0.939, 1.082, -0.945)
H (0.693, 1.086, -1.852)
H (1.232, 1.972, -0.662)
H (0.911, -0.824, 0.363)
S (-1.718, -0.351, 0.145)
S (-0.122, -1.178, 1.222)
H (-1.987, -1.530, -0.448)
H (0.051, -0.257, 2.177)

Properties
- Charge: +1
- Gap between HOMO and LUMO: 9.916 eV
- LUMO energy: -0.1993 Ha



The energy of each structure relative to the most stable one, in kcal/mol, is as follows: #w 106.8; #x 0.0.



#w
Here is 2 unconnected molecules or ions with the total composition C5H12O5 from the Open Molecules 2025 dataset. Energies are from ωB97M-V with the def2-TZVPD basis set.

Element x y z (Å)
C (-1.439, 4.274, 2.571)
C (-1.895, 3.195, 3.552)
C (-1.101, 1.919, 3.334)
C (-1.626, 3.682, 4.969)
O (-3.317, 3.056, 3.418)
C (-3.821, 2.384, 2.294)
O (-4.945, 3.178, 1.926)
O (-5.413, 2.775, 0.611)
H (-2.064, 5.153, 2.750)
H (-0.381, 4.520, 2.724)
H (-1.602, 3.934, 1.547)
H (-1.372, 1.137, 4.046)
H (-1.171, 1.542, 2.312)
H (-0.055, 2.178, 3.517)
H (-1.887, 2.930, 5.718)
H (-0.553, 3.881, 5.052)
H (-2.172, 4.601, 5.190)
H (-3.041, 2.217, 1.492)
H (-4.274, 1.411, 2.646)
H (-6.843, 2.387, 0.594)
O (-7.835, 1.948, 0.361)
O (-8.242, 2.449, -0.762)

Properties
- Gap between HOMO and LUMO (alpha / beta): 9.588 / 6.821 eV
- LUMO energy (alpha / beta): 0.0044 / -0.1081 Ha



#x
Here is 2 unconnected molecules or ions with the total composition C5H12O5 from the Open Molecules 2025 dataset. Energies are from ωB97M-V with the def2-TZVPD basis set.

Element x y z (Å)
C (0.081, 0.789, -0.662)
C (1.216, 0.067, -1.399)
C (-0.575, 1.809, -1.599)
C (-1.010, -0.242, -0.228)
O (0.586, 1.538, 0.419)
H (1.148, 0.965, 0.959)
H (1.979, 0.792, -1.679)
H (1.641, -0.696, -0.748)
H (0.837, -0.406, -2.304)
H (0.181, 2.490, -1.984)
H (-1.088, 1.316, -2.421)
H (-1.295, 2.406, -1.044)
H (-1.138, -1.042, -0.955)
H (1.548, -2.073, 0.770)
H (-1.962, 0.299, -0.264)
C (-1.146, -0.815, 1.242)
O (0.973, -1.736, 1.558)
O (1.635, -0.624, 2.151)
O (-1.731, -2.016, 1.193)
O (-1.001, -0.186, 2.260)
H (0.891, -0.232, 2.656)
H (-1.769, -2.402, 2.078)

Properties
- SMILES string: CC(C)(O)CC(=O)O.OO
- Gap between HOMO and LUMO: 10.598 eV
- LUMO energy: 0.0185 Ha



The energy of each structure relative to the most stable one, in kcal/mol, is as follows: #w 143.1; #x 0.0.



#w
Here is C4H2N2OS in the gas phase from the Open Molecules 2025 dataset. Energies are from ωB97M-V with the def2-TZVPD basis set.

Element x y z (Å)
C (1.581, 0.347, -0.042)
C (-0.556, 0.482, 0.068)
C (-1.780, -0.185, 0.051)
C (-2.898, -0.551, -0.123)
H (2.746, -1.627, 0.388)
H (-3.919, -0.997, -0.199)
N (1.301, 1.571, -0.008)
N (-0.124, 1.696, -0.058)
O (0.539, -0.412, 0.001)
S (3.110, -0.325, -0.078)

Properties
- SMILES string: C#Cc1nnc(S)o1
- Gap between HOMO and LUMO: 9.764 eV
- LUMO energy: 0.0124 Ha



#x
Here is 2 unconnected molecules or ions with the total composition C4H2N2OS from the Open Molecules 2025 dataset. Energies are from ωB97M-V with the def2-TZVPD basis set.

Element x y z (Å)
C (-3.528, 1.094, 0.031)
C (-0.329, -0.338, 0.805)
C (0.503, -0.237, -1.128)
C (-1.218, -0.936, -0.073)
N (-3.736, 2.201, -0.115)
N (0.741, 0.092, 0.105)
O (-0.657, -0.857, -1.313)
S (-2.815, -1.504, 0.114)
H (-0.416, -0.199, 1.860)
H (1.138, -0.054, -1.970)

Properties
- Gap between HOMO and LUMO (alpha / beta): 6.568 / 6.576 eV
- LUMO energy (alpha / beta): -0.1306 / -0.1306 Ha



The energy of each structure relative to the most stable one, in kcal/mol, is as follows: #w 0.0; #x 20.3.



#w
Here is 2 unconnected molecules or ions with the total composition C2H9N2S from the Open Molecules 2025 dataset. Energies are from ωB97M-V with the def2-TZVPD basis set.

Element x y z (Å)
C (2.355, 1.049, 1.002)
C (1.302, -0.346, -1.105)
N (0.145, -0.219, -0.514)
N (-3.254, -0.720, -0.048)
S (2.777, 0.225, -0.561)
H (1.936, 0.336, 1.706)
H (1.682, 1.880, 0.816)
H (3.290, 1.431, 1.402)
H (1.342, -0.881, -2.045)
H (0.050, 0.270, 0.367)
H (-0.727, -0.583, -0.887)
H (-3.411, -1.713, 0.097)
H (-3.762, -0.243, 0.689)
H (-3.725, -0.485, -0.918)

Properties
- Charge: +1
- Gap between HOMO and LUMO: 9.516 eV
- LUMO energy: -0.1640 Ha



#x
Here is 2 unconnected molecules or ions with the total composition C2H9N2S from the Open Molecules 2025 dataset. Energies are from ωB97M-V with the def2-TZVPD basis set.

Element x y z (Å)
C (2.609, 2.161, 0.367)
C (-1.661, -1.206, -0.359)
N (-2.358, -2.333, -0.566)
N (-1.160, -0.752, 0.816)
S (0.986, 1.769, -0.385)
H (3.121, 2.989, -0.173)
H (3.302, 1.227, 0.423)
H (2.354, 2.402, 1.413)
H (-1.253, -0.665, -1.239)
H (-2.664, -3.000, 0.010)
H (-2.499, -2.695, -1.519)
H (-1.392, -1.082, 1.755)
H (1.246, 1.059, -1.409)
H (-0.629, 0.127, 0.865)

Properties
- Charge: +1
- Gap between HOMO and LUMO: 8.632 eV
- LUMO energy: -0.1485 Ha



The energy of each structure relative to the most stable one, in kcal/mol, is as follows: #w 0.0; #x 11.7.



#w
Here is 2 unconnected molecules or ions with the total composition C5H9NO3 from the Open Molecules 2025 dataset. Energies are from ωB97M-V with the def2-TZVPD basis set.

Element x y z (Å)
C (-0.138, -1.046, -1.186)
C (-0.182, 0.184, -0.801)
C (-1.492, 0.851, -1.004)
C (2.241, 0.305, -0.358)
C (-0.474, -0.841, 1.763)
N (0.987, 0.966, -0.425)
O (-0.295, -2.092, -1.673)
O (-1.825, -0.799, 1.733)
O (0.255, 0.099, 2.065)
H (-2.124, 0.013, -1.323)
H (-1.377, 1.577, -1.816)
H (-1.850, 1.192, -0.064)
H (2.402, -0.451, -1.105)
H (3.124, 1.008, -0.426)
H (2.305, -0.433, 0.508)
H (-0.119, -1.899, 1.428)
H (-2.295, -0.109, 2.204)
H (0.856, 1.474, 0.480)

Properties
- SMILES string: CNC(C)=C=O.O=CO
- Gap between HOMO and LUMO: 8.430 eV
- LUMO energy: 0.0235 Ha



#x
Here is C5H9NO3 in the gas phase from the Open Molecules 2025 dataset. Energies are from ωB97M-V with the def2-TZVPD basis set.

Element x y z (Å)
O (3.193, -2.273, 3.121)
C (2.296, -1.704, 2.225)
C (0.850, -1.619, 2.732)
C (0.595, -1.066, 4.149)
C (-0.173, 0.090, 3.477)
N (0.352, -0.344, 2.156)
C (2.552, -0.209, 1.950)
O (3.532, 0.373, 2.366)
H (4.026, -1.788, 3.066)
H (2.300, -2.236, 1.256)
H (0.271, -2.514, 2.477)
H (0.021, -1.714, 4.818)
H (1.500, -0.721, 4.664)
H (-1.263, -0.022, 3.536)
H (0.113, 1.114, 3.748)
H (0.146, 0.350, 1.215)
O (1.842, 0.360, 0.575)
H (1.164, -0.392, 0.483)

Properties
- SMILES string: O=C(O)[C@@H](O)[C@H]1CCN1
- Gap between HOMO and LUMO: 9.297 eV
- LUMO energy: 0.0216 Ha



The energy of each structure relative to the most stable one, in kcal/mol, is as follows: #w 0.0; #x 48.1.



#w
Here is C5H9NO3 in the gas phase from the Open Molecules 2025 dataset. Energies are from ωB97M-V with the def2-TZVPD basis set.

Element x y z (Å)
C (0.097, -0.066, 1.884)
C (0.129, -1.118, -0.837)
C (-0.862, 0.924, -1.748)
C (-0.191, 0.882, 0.618)
C (-0.740, 0.004, -0.542)
N (1.593, -0.451, 1.952)
O (-0.654, -0.435, 2.716)
O (2.399, 0.188, 1.304)
O (1.824, -1.447, 2.581)
H (0.955, -0.998, -1.454)
H (0.442, -1.695, 0.014)
H (-0.407, -1.896, -1.504)
H (-0.105, 0.602, -2.407)
H (-1.882, 0.790, -2.191)
H (-0.703, 2.022, -1.482)
H (-0.924, 1.670, 1.019)
H (0.847, 1.360, 0.328)
H (-1.820, -0.337, -0.250)

Properties
- SMILES string: CC(C)CC(=O)[N+](=O)[O-]
- Gap between HOMO and LUMO: 9.793 eV
- LUMO energy: -0.0290 Ha



#x
Here is a molecular structure, C5H9NO3 from the Open Molecules 2025 dataset. Energies are from ωB97M-V with the def2-TZVPD basis set.

Element x y z (Å)
C (2.732, -0.071, -0.421)
C (0.522, -0.268, 0.593)
C (-1.162, 1.339, 0.133)
C (-2.324, 0.406, -0.163)
C (-0.026, -1.548, -0.046)
H (2.783, -1.152, -1.013)
H (2.357, 0.846, -0.998)
H (3.875, 0.322, 0.192)
H (0.001, -0.194, 1.506)
H (-1.457, 2.273, -0.314)
H (-0.874, 1.544, 1.188)
H (-3.259, 0.892, 0.284)
H (-2.388, 0.152, -1.312)
H (0.626, -2.308, -0.286)
N (-1.309, -1.788, -0.376)
O (1.914, -0.353, 0.789)
O (0.162, 0.833, -0.289)
O (-2.171, -0.926, 0.532)

Properties
- Gap between HOMO and LUMO: 10.347 eV
- LUMO energy: 0.0202 Ha



#y
Here is 2 unconnected molecules or ions with the total composition C5H9NO3 from the Open Molecules 2025 dataset. Energies are from ωB97M-V with the def2-TZVPD basis set.

Element x y z (Å)
C (0.735, -0.407, -0.390)
C (1.669, -0.804, 0.736)
C (-0.776, -0.611, -0.083)
N (1.125, -1.025, -1.607)
C (-0.786, 1.111, -0.219)
C (-1.572, 2.103, -0.633)
O (0.575, 1.050, -0.466)
O (-0.955, -0.287, 2.014)
O (-1.568, -1.459, -0.325)
H (-1.547, -1.039, 2.133)
H (0.552, -0.753, -2.397)
H (2.096, -0.841, -1.827)
H (-1.418, 0.586, 1.559)
H (2.668, -0.425, 0.522)
H (1.694, -1.888, 0.823)
H (1.325, -0.366, 1.668)
H (-1.172, 3.051, -0.966)
H (-2.643, 2.004, -0.543)

Properties
- SMILES string: C=C1O[C@](C)(N)C1=O.O
- Gap between HOMO and LUMO: 9.901 eV
- LUMO energy: 0.0250 Ha



The energy of each structure relative to the most stable one, in kcal/mol, is as follows: #w 27.9; #x 70.4; #y 0.0.